1.
Computed, not measured: a molecular structure, C8H6Cl2CuIO3 in a non-equilibrium geometry, with ωB97M-V/def2-TZVPD.

Structure (XYZ):
```
21
Properties=species:S:1:pos:R:3:forces:R:3:nbo_charge:R:1
Cl 2.3632 -2.1833 3.9175 0.047 -0.070 0.129 -0.090
O 1.7480 0.7059 -1.6774 0.558 -0.555 1.001 -0.587
C -0.6303 -0.7953 1.6694 -0.181 -0.518 1.048 -0.137
H -2.8566 1.7027 -0.9350 -0.065 -0.067 0.069 0.108
O -1.9036 1.5676 -2.7782 -0.460 0.065 -0.054 -1.000
H -3.9082 1.5203 -2.3611 -0.019 -0.046 0.093 0.079
H -0.4499 -1.7724 3.5645 -0.025 -0.008 0.020 0.219
C 2.1275 -0.9461 1.5180 -0.213 0.155 -0.272 -0.163
C -2.9193 1.2204 -1.9315 -0.041 0.142 -0.275 -0.196
C 1.4247 -0.3493 0.4561 -0.523 -0.379 0.834 -0.326
I 0.9727 2.2750 -4.6295 0.511 0.337 -0.742 -0.925
O -0.6886 0.2722 -0.4260 0.133 -0.468 0.897 -0.671
Cl -2.3669 -0.7099 1.7830 0.014 0.014 -0.029 -0.030
C 0.0662 -1.3770 2.7019 -0.340 0.379 -0.690 -0.234
H -2.9858 0.1311 -1.7345 -0.061 -0.007 0.099 0.108
C -0.0224 -0.2456 0.4867 -0.031 0.510 -0.999 0.484
Cu -0.0484 1.2540 -2.4601 -0.350 0.057 -0.054 0.813
C 1.4577 -1.4419 2.6038 0.528 -0.094 0.098 -0.137
C 2.1554 0.1533 -0.6528 0.445 0.638 -1.334 0.395
H 3.2079 -1.0066 1.4617 0.046 -0.020 0.033 0.205
H 3.2567 0.0249 -0.5768 0.028 -0.066 0.127 0.085
```
Forces are in eV/Å.

Largest force on an atom: 1.54 eV/A
Gap between HOMO and LUMO: 0.141 Eh
Spin multiplicity: 1
LUMO energy: 4.278 eV
Highest occupied orbital energy: 0.44 eV
Total energy: -92322.005 eV
Total charge: -2



2.
Computed, not measured: a molecular structure, C8H6Cl5F6O2PtSb, with ωB97M-V/def2-TZVPD.

Structure (XYZ):
```
29
Properties=species:S:1:pos:R:3:forces:R:3:nbo_charge:R:1
F 1.7273 -1.0270 -0.2594 -0.074 -0.239 -0.168 -0.598
H 4.4404 1.9990 -0.5432 0.028 -0.025 0.009 0.390
Cl -4.1106 2.2298 0.4757 -0.018 -0.010 0.017 0.353
H 2.6350 2.3348 1.4464 -0.019 0.021 -0.017 0.533
H 4.9279 3.0149 1.9242 0.017 0.007 0.000 0.279
F 2.1672 -3.5670 0.6857 0.099 0.013 0.054 -0.607
C -5.2256 0.3159 -1.0138 0.085 0.020 0.007 -0.176
H 4.2433 0.5594 0.0794 0.047 0.021 -0.020 0.363
Sb 1.1464 -2.2659 1.4770 0.187 -0.226 -0.350 3.161
H 6.1195 1.8729 1.2652 0.002 0.003 0.004 0.295
O -1.7253 0.9093 -0.4661 -0.091 -0.074 0.457 -0.471
Cl -1.0583 -1.0456 -2.4517 0.388 0.020 -0.216 0.244
C 5.0878 1.9836 1.5953 -0.010 -0.033 -0.038 -0.695
C -2.6539 -0.6527 -1.9288 -0.110 -0.072 -0.014 -0.160
F 0.2345 -0.4583 1.5895 0.003 0.177 0.048 -0.653
C 4.1594 1.6109 0.5042 -0.089 0.018 0.027 -0.071
Cl -6.7553 0.8254 -0.5267 -0.037 0.023 0.017 0.240
C -5.0895 -0.7797 -1.9183 -0.007 0.017 0.008 0.127
F -0.2978 -2.6050 0.3235 -0.090 -0.013 -0.035 -0.668
F 0.3443 -3.1150 2.8824 0.060 0.233 0.208 -0.598
Pt 0.0518 -0.0464 -0.5043 -0.851 -0.140 0.012 1.214
C -3.7566 -1.2347 -2.4384 0.057 0.047 0.060 -0.051
C -4.0870 0.9379 -0.5515 -0.085 0.008 -0.044 -0.010
O 2.8344 1.8541 0.6142 0.295 0.017 0.167 -0.388
Cl -3.6936 -2.4159 -3.6139 0.016 -0.044 -0.029 0.294
H 4.9344 1.3196 2.4557 0.009 0.011 0.016 0.293
F 2.5573 -1.3913 2.2892 0.005 0.082 0.055 -0.627
C -2.7442 0.4086 -0.9516 0.182 0.130 -0.235 0.529
Cl -6.4135 -1.5715 -2.4402 0.001 0.009 -0.002 0.458
```
Forces are in eV/Å.

Largest force on an atom: 0.86 eV/A
Gap between HOMO and LUMO (spin up / spin down): 0.207 / 0.206 Eh
Spin multiplicity: 2
LUMO energy (spin up / spin down): -13.989 / -13.994 eV
<S²>: 0.758
Highest occupied orbital energy (spin up / spin down): -19.62 / -19.60 eV
Total energy: -101155.001 eV
Total charge: +3